1.
Molecular formula: C5H7N
Method: DFT, the ωB97M-V functional and the def2-TZVPD basis

As for the HOMO energy: -10.17 eV. Its SMILES is C=CC#N.C=C. For the lowest unoccupied orbital energy, the calculation gives 0.0166 Eh. Its energy relative to the best compared isomer or geometry (same formula, charge and spin) is 46.97 kcal/mol.

Bonds (Å) are listed after each position.
CARTESIAN COORDINATES (ANGSTROEM)
1 C 0.2870 -1.6807 -0.1383  C2 1.332, H5 1.085, H6 1.084
2 C 1.5248 -1.2105 0.0071  C1 1.332, C3 1.439, H7 1.085
3 C 1.8542 -0.0544 0.7975  C2 1.439, N4 1.159
4 N 2.1777 0.8635 1.4268  C3 1.159
5 H 0.1068 -2.5642 -0.7421  C1 1.085
6 H -0.5725 -1.1954 0.3094  C1 1.084
7 H 2.3701 -1.6927 -0.4732  C2 1.085
8 C -1.7402 0.9863 0.2101  C9 1.329, H10 1.088, H11 1.088
9 C -0.8482 1.5352 -0.6074  C8 1.329, H12 1.088, H13 1.088
10 H -2.6849 0.5875 -0.1535  C8 1.088
11 H -1.5507 0.8976 1.2783  C8 1.088
12 H 0.1023 1.9128 -0.2374  C9 1.088
13 H -1.0263 1.6148 -1.6773  C9 1.088


2.
Molecular formula: C3H7NO2
Method: DFT, the ωB97M-V functional and the def2-TZVPD basis

As for the HOMO energy: -9.97 eV. Its SMILES is CC(=O)NCO. For the lowest unoccupied orbital energy, the calculation gives 0.0268 Eh. Its energy relative to the best compared isomer or geometry (same formula, charge and spin) is 22.77 kcal/mol.

Bonds (Å) are listed after each position.
CARTESIAN COORDINATES (ANGSTROEM)
1 C 0.3081 -0.7431 1.6088  C2 1.525, H7 1.089, H8 1.096, H9 1.086
2 C -0.7612 -0.5095 0.5461  C1 1.525, O3 1.204, N4 1.361
3 O -1.9231 -0.5752 0.8550  C2 1.204
4 N -0.4037 0.0338 -0.6490  C2 1.361, C5 1.437, H10 1.004
5 C 0.9418 0.1815 -1.1302  N4 1.437, O6 1.407, H11 1.090, H12 1.090
6 O 1.4321 1.4975 -1.2189  C5 1.407, H13 0.960
7 H 0.9009 0.1355 1.8600  C1 1.089
8 H -0.2861 -0.8277 2.5255  C1 1.096
9 H 0.8344 -1.6841 1.4819  C1 1.086
10 H -1.1409 0.4417 -1.1956  N4 1.004
11 H 1.5987 -0.3802 -0.4664  C5 1.090
12 H 1.0302 -0.2139 -2.1420  C5 1.090
13 H 1.1157 2.0885 -0.5313  O6 0.960